Entry 1:
Molecular formula: C18H48AlF2N6O8P2
Method: DFT, ωB97M-V/def2-TZVPD

Cartesian coordinates (Å):
Al1 -0.1095 0.5153 -0.0486
F1 1.1990 2.7152 1.3394
F2 -2.5075 -1.0356 0.7670
O1 0.4673 -2.4061 -0.1736
P1 0.5040 -3.8971 -0.1354
N1 0.2451 -4.6044 1.4323
C1 -0.5241 -3.9834 2.4912
C2 0.4732 -6.0273 1.5504
N2 1.9746 -4.5693 -0.7905
C3 3.1719 -4.4104 0.0413
C4 2.2306 -4.7088 -2.2763
N3 -0.7541 -4.6604 -1.0636
C5 -0.8469 -6.0441 -1.5169
C6 -2.1473 -4.1599 -0.8738
H1 -1.5906 -4.2057 2.4544
H2 -0.3900 -2.9076 2.3776
H3 -0.1757 -4.1964 3.5018
H4 0.9054 -6.3942 2.4813
H5 1.0921 -6.4131 0.7403
H6 -0.5044 -6.5092 1.5604
H7 4.0460 -4.9245 -0.3583
H8 3.6098 -3.4184 0.1525
H9 3.0937 -4.8153 1.0503
H10 2.4630 -3.7395 -2.7175
H11 3.0572 -5.4156 -2.3490
H12 1.3290 -5.1654 -2.6846
H13 0.0365 -6.6508 -1.3178
H14 -1.6508 -6.4588 -0.9087
H15 -1.1818 -6.0985 -2.5527
H16 -2.8142 -4.3555 -1.7135
H17 -2.1799 -3.0733 -0.7937
H18 -2.5286 -4.5247 0.0800
O2 -1.3608 2.8496 -1.3857
P2 -1.7724 4.1501 -2.0261
N4 -3.3153 4.2923 -2.6809
C7 -3.8003 5.3497 -3.5609
C8 -4.3883 3.4186 -2.0910
N5 -0.7717 4.6114 -3.3263
C9 0.6068 5.0582 -2.9990
C10 -0.7016 3.6935 -4.5021
N6 -1.7203 5.4633 -0.9811
C11 -1.8357 6.8913 -1.4695
C12 -1.9820 5.3468 0.4539
H19 -3.0626 5.6486 -4.3056
H20 -4.0043 6.2694 -3.0125
H21 -4.6396 5.0195 -4.1730
H22 -4.9538 2.9391 -2.8900
H23 -5.1018 4.0671 -1.5827
H24 -4.0182 2.6532 -1.4088
H25 1.2623 4.2668 -2.6355
H26 1.0639 5.5122 -3.8783
H27 0.4595 5.8680 -2.2845
H28 -0.5970 2.6968 -4.0736
H29 -1.6471 3.7856 -5.0366
H30 0.1676 3.6992 -5.1597
H31 -0.9864 7.4744 -1.1134
H32 -1.8293 7.0015 -2.5539
H33 -2.6523 7.3706 -0.9295
H34 -3.0529 5.2625 0.6385
H35 -1.6119 6.2260 0.9815
H36 -1.5566 4.4163 0.8298
C13 -1.9104 -0.6757 4.6625
O3 -0.7171 0.0096 4.9852
C14 0.0507 0.3842 4.0598
O4 -0.0455 0.1372 2.8835
O5 1.0432 0.9066 4.8028
C15 2.2854 1.1984 4.1653
H37 -2.5457 -0.0346 4.0513
H38 -2.5613 -1.0784 5.4385
H39 -1.6261 -1.5440 4.0681
H40 2.1303 1.7584 3.2431
H41 2.8529 0.2859 3.9828
H42 2.8871 1.7727 4.8698
C16 5.1768 0.7945 -0.0816
O6 4.9515 -0.1353 0.9257
C17 3.6894 -0.6492 1.2474
O7 2.6302 -0.2123 0.7897
O8 3.8239 -1.6105 2.2368
C18 2.7228 -2.2814 2.8992
H43 5.0188 0.5589 -1.1340
H44 6.1754 1.2157 0.0348
H45 4.5179 1.6425 0.1051
H46 2.4840 -1.6616 3.7634
H47 2.9590 -3.3234 3.1150
H48 1.8165 -2.2171 2.2970

Summary:
Energy, eV: -75352.5500
Highest occupied orbital energy (alpha / beta), eV: -13.096 / -13.147
2S+1: 2
Frontier orbital gap (alpha / beta), eV: 2.6 / 2.6
Charge: +2
Maximum force, eV Å⁻¹: 5.4

Entry 2:
Molecular formula: C18H48IO6
Method: DFT, ωB97M-V/def2-TZVPD

Cartesian coordinates (Å):
I1 0.0039 -0.2969 -0.2134
C1 -4.4079 1.0904 -0.3595
C2 -4.3576 0.1955 0.8751
C3 -4.5503 -1.2654 0.5171
O1 -3.1289 0.4013 1.5586
H1 -5.2097 0.7542 -1.0419
H2 -3.5096 1.0257 -0.9804
H3 -4.6069 2.1415 -0.1551
H4 -5.1657 0.5316 1.5313
H5 -5.5225 -1.4007 0.0280
H6 -4.5712 -1.8704 1.4235
H7 -3.7932 -1.6095 -0.1902
H8 -2.4765 -0.0944 1.0365
C4 -2.1335 -0.0123 -3.8073
C5 -1.4613 1.3276 -4.0792
C6 -2.2974 2.4923 -3.5891
O2 -0.1690 1.3586 -3.5108
H9 -3.0748 -0.0882 -4.3662
H10 -2.2829 -0.1484 -2.7343
H11 -1.5477 -0.8519 -4.1871
H12 -1.3415 1.4092 -5.1648
H13 -1.9547 3.4451 -3.9837
H14 -2.4133 2.5013 -2.5004
H15 -3.3536 2.3659 -3.8868
H16 -0.2778 1.1525 -2.5680
C7 -0.9697 -1.9174 3.9755
C8 0.0230 -0.7704 4.1220
C9 1.4201 -1.2073 3.6282
O3 -0.4094 0.3412 3.3675
H17 -0.4884 -2.8966 4.1127
H18 -1.3437 -1.9556 2.9509
H19 -1.8021 -1.8657 4.6773
H20 0.1668 -0.4765 5.1647
H21 1.7568 -2.1324 4.0920
H22 2.1194 -0.3681 3.7228
H23 1.4097 -1.2951 2.5307
H24 -0.1194 0.2065 2.4511
C10 0.7903 -4.4711 1.0144
C11 2.1407 -3.9529 0.5454
C12 3.1135 -5.0593 0.1992
O4 1.9578 -3.2315 -0.6821
H25 0.0593 -3.6614 0.9940
H26 0.8557 -4.8875 2.0243
H27 0.4318 -5.2482 0.3368
H28 2.5687 -3.2368 1.2566
H29 2.5773 -5.7803 -0.4304
H30 3.4113 -5.6283 1.0823
H31 3.9441 -4.6850 -0.3928
H32 1.1931 -2.6438 -0.5542
C13 3.9113 0.6587 0.0260
C14 4.0838 0.7190 -1.4799
C15 4.8662 -0.4609 -2.0269
O5 2.8234 0.8306 -2.1470
H33 4.8936 0.7206 0.5205
H34 3.5948 -0.3385 0.3568
H35 3.2498 1.4388 0.3874
H36 4.6106 1.6439 -1.7490
H37 5.7999 -0.5937 -1.4655
H38 5.1325 -0.3343 -3.0755
H39 4.2867 -1.3813 -1.9128
H40 2.1759 0.3395 -1.6109
C16 1.1584 4.1618 0.8391
C17 -0.3718 4.1931 0.8454
C18 -0.8904 4.4490 -0.5638
O6 -0.8843 2.9376 1.3208
H41 1.5100 3.3996 0.1372
H42 1.6081 4.1144 1.8242
H43 1.5027 5.0932 0.3549
H44 -0.7274 4.9484 1.5510
H45 -0.5871 3.5815 -1.1572
H46 -0.5198 5.3794 -0.9952
H47 -1.9810 4.4936 -0.5816
H48 -0.4493 2.2751 0.7610

Summary:
Energy above the lowest of the compared OMol25 structures with the same formula, charge and spin, kJ/mol: 0.0
Energy, eV: -39833.3717
Highest occupied orbital energy, eV: -5.546
Frontier orbital gap, eV: 8.5
Charge: -1
Maximum force, eV Å⁻¹: 1.5

Entry 3:
Molecular formula: C18H48Mn2N2O16S4
Method: DFT, ωB97M-V/def2-TZVPD

Cartesian coordinates (Å):
Mn1 -0.0821 3.6730 -0.4325
Mn2 0.5806 1.3498 -3.1294
N1 -1.7461 3.7273 -3.0704
O1 -1.5133 4.0938 -1.9153
O2 -2.4320 4.3762 -3.7954
O3 -1.1455 2.7142 -3.4225
O4 0.2467 1.8669 -1.1340
H1 0.2240 1.0995 -0.5367
C1 -0.9532 -5.6806 0.6659
C2 0.0680 -4.5718 0.9795
N2 -0.4798 -3.2207 1.1702
C3 -1.4504 -3.2554 2.3009
C4 -2.4208 -2.0838 2.3119
C5 0.5746 -2.2477 1.3671
C6 1.4073 -1.9141 0.1220
H2 -0.4327 -6.6259 0.5136
H3 -1.5421 -5.3992 -0.2071
H4 -1.6595 -5.8972 1.4672
H5 0.7015 -4.8087 1.8384
H6 0.8332 -4.4870 0.2072
H7 -2.2401 -3.9965 2.1835
H8 -0.9297 -3.3120 3.2583
H9 -2.0380 -1.0645 2.2410
H10 -3.1180 -2.1446 1.4737
H11 -3.1260 -2.1864 3.1373
H12 1.2591 -2.5810 2.1511
H13 0.0482 -1.3557 1.7092
H14 2.2776 -1.3610 0.4767
H15 0.8438 -1.3022 -0.5831
H16 1.7481 -2.8051 -0.4042
O5 3.4838 -1.8919 -2.6785
S1 3.4264 -0.4499 -2.6068
O6 2.2108 0.2755 -2.3497
O7 4.5606 0.0664 -1.4935
C7 5.7970 -0.6157 -1.4671
C8 6.0972 -1.1858 -0.0579
C9 4.1980 0.2751 -4.0904
H17 6.5988 0.0761 -1.7282
H18 5.8260 -1.3738 -2.2500
H19 6.1525 -0.3852 0.6810
H20 7.0469 -1.7046 0.0682
H21 5.2720 -1.8168 0.2734
H22 3.4942 0.0837 -4.8996
H23 5.1691 -0.2153 -4.1350
H24 4.2619 1.3339 -3.8413
O8 -0.7599 -0.3006 -2.7973
S2 -2.1951 -0.6920 -2.6108
O9 -3.1998 -0.2486 -3.5832
O10 -2.2950 -2.3405 -2.4847
C10 -3.5344 -3.0004 -2.2282
C11 -3.4433 -4.4407 -2.7521
C12 -2.7381 -0.3084 -0.9248
H25 -4.3231 -2.4652 -2.7578
H26 -3.7613 -3.0165 -1.1617
H27 -2.8384 -5.0728 -2.1028
H28 -3.1237 -4.4894 -3.7923
H29 -4.4519 -4.8506 -2.6897
H30 -2.2089 0.6248 -0.7249
H31 -2.3522 -1.0367 -0.2119
H32 -3.8139 -0.1538 -0.8642
O11 1.5268 3.4167 0.9416
S3 2.8841 3.6516 1.4585
O12 3.2570 4.8903 2.1360
O13 3.3081 2.3896 2.4370
C13 3.1669 1.0830 1.9086
C14 3.5602 -0.0329 2.9322
C15 4.0338 3.3811 0.0898
H33 3.6309 0.9207 0.9347
H34 2.1090 0.9623 1.6673
H35 2.8739 0.1151 3.7662
H36 4.5574 0.1181 3.3444
H37 3.4208 -1.0098 2.4721
H38 4.1556 4.3035 -0.4763
H39 3.6818 2.5375 -0.5033
H40 4.9799 3.0711 0.5328
O14 -1.7880 3.0155 0.7623
S4 -2.9289 3.2774 1.6493
O15 -2.6412 3.8609 2.9326
O16 -4.0196 4.1887 0.8756
C16 -5.1381 4.6795 1.6073
C17 -4.8368 6.0475 2.1727
C18 -3.8799 1.7539 1.8158
H41 -5.4417 3.9646 2.3738
H42 -6.0271 4.6864 0.9767
H43 -4.6212 6.6875 1.3170
H44 -3.9654 6.0574 2.8270
H45 -5.6528 6.4466 2.7746
H46 -4.6488 1.8442 2.5825
H47 -3.2285 0.9336 2.1172
H48 -4.3877 1.4792 0.8920

Summary:
Energy above the lowest of the compared OMol25 structures with the same formula, charge and spin, kJ/mol: 0.0
Energy, eV: -161147.3274
Highest occupied orbital energy (alpha / beta), eV: -12.960 / -12.960
2S+1: 11
Frontier orbital gap (alpha / beta), eV: 6.5 / 6.1
Charge: +2
Maximum force, eV Å⁻¹: 5.0

- Which value of charge does entry 1 give?
  +2

- The lowest charge belongs to which entry?
  C18H48IO6

- charge of number 1 (C18H48AlF2N6O8P2)?
  +2

- maximum force of number 2 (C18H48IO6)?
  1.5 eV Å⁻¹